14
Properties=species:S:1:pos:R:3 method="wB97M-V/def2-TZVPD" e_tot_ha=-415.939172 e_above_lowest_kj_mol=266.3 smiles=Cc1nc(O)[nH]c1O charge=0 mol_weight_g_mol=114.104
O 1.55 1.57 -0.10
H 1.27 2.39 -0.66
H 1.62 -2.37 -0.09
H 1.95 -1.21 1.07
N -1.08 -0.93 -0.02
H -1.36 2.14 0.41
H 2.53 -1.28 -0.71
C 0.44 0.79 0.03
O -3.12 0.07 -0.14
N -0.92 1.27 0.23
C 1.69 -1.20 0.06
C -1.70 0.18 0.01
C 0.37 -0.55 -0.08
H -3.25 -0.87 0.00

14
Properties=species:S:1:pos:R:3 method="wB97M-V/def2-TZVPD" e_tot_ha=-158.371581 e_above_lowest_kj_mol=82.2 smiles=CCCC charge=0 mol_weight_g_mol=58.124
H -2.16 -0.57 1.17
H -0.58 -1.18 -1.02
H 2.08 0.48 -0.60
H 1.90 -0.77 -2.07
H -1.00 1.19 -0.42
H 1.03 0.73 -2.01
H -0.62 -0.47 2.19
H 0.53 -1.40 0.38
C -0.42 0.55 0.21
C 0.25 -0.63 -0.51
H 0.48 1.13 0.61
H -1.62 0.94 1.93
C 1.39 -0.09 -1.33
C -1.25 0.07 1.47

8
Properties=species:S:1:pos:R:3 method="wB97M-V/def2-TZVPD" e_tot_ha=-290.981963 e_above_lowest_kj_mol=508.6 charge=0 mol_weight_g_mol=74.054
H 1.62 0.40 -0.58
F -0.78 1.50 -0.76
H -2.45 -0.65 -0.62
C 0.76 -0.33 -0.31
C -0.69 0.28 -0.13
C 0.16 0.03 1.01
O 0.40 0.11 2.15
H 0.97 -1.33 -0.75

14
Properties=species:S:1:pos:R:3 method="wB97M-V/def2-TZVPD" e_tot_ha=-270.467516 e_above_lowest_kj_mol=237.3 smiles="C=CCCC=O" charge=0 mol_weight_g_mol=84.118
C -1.93 -0.01 -0.73
C 1.57 0.13 0.21
H -1.06 -1.82 -0.30
H 0.87 -1.14 -1.14
H -1.77 0.55 -1.68
H 0.29 1.16 1.72
H -0.95 -0.67 1.02
H 0.31 0.61 -1.42
H 2.62 0.15 -0.06
C 1.35 0.82 1.35
C -0.84 -0.62 -0.07
H 2.08 1.18 2.09
C 0.51 -0.20 -0.67
O -3.06 -0.15 -0.33

15
Properties=species:S:1:pos:R:3 method="wB97M-V/def2-TZVPD" e_tot_ha=-684.577864 e_above_lowest_kj_mol=270.4 s_squared=2.01 multiplicity=3 charge=+1 mol_weight_g_mol=333.669
H 1.67 -2.42 1.71
H 0.03 -2.98 1.26
O -1.98 1.15 0.10
C -0.37 0.59 2.75
H 1.24 -0.21 0.89
O -1.20 0.79 3.67
C 0.37 -0.87 1.02
O -0.95 -0.79 0.00
C -1.11 0.44 -0.35
C 0.84 -2.30 1.00
H 1.22 -2.53 -0.01
H 0.11 0.77 -0.20
Hg -3.72 1.22 1.60
O 0.07 1.62 2.21
O -0.16 -0.63 2.33

54
Properties=species:S:1:pos:R:3 method="wB97M-V/def2-TZVPD" e_tot_ha=-1767.093308 e_above_lowest_kj_mol=227.6 charge=+3 mol_weight_g_mol=455.084
H 3.01 4.04 -3.54
C 2.96 -2.44 -0.65
H 1.33 3.84 0.28
H 4.10 1.87 3.40
C -1.97 2.56 1.21
H -3.87 0.92 -0.49
C -3.12 -1.07 0.01
H -3.81 -2.04 1.82
H -0.40 -3.90 0.68
H 0.38 -4.29 -0.89
H -4.66 -0.37 -1.35
H -3.97 -2.68 -1.09
H 3.55 -3.03 0.06
H -1.57 4.51 -1.07
C 1.93 -0.32 1.89
H -2.23 3.06 -1.89
H -1.45 2.49 2.17
H -2.54 -3.15 -0.20
H 0.81 -2.11 2.42
C 0.81 2.85 0.41
C 0.56 -3.93 0.13
H 3.45 -1.46 -0.76
H 2.13 -1.68 -3.05
C -3.70 -0.05 -0.94
H 1.26 -4.61 0.65
P -0.79 2.42 -0.15
H -2.41 -2.25 -1.68
H -3.07 0.10 -1.81
O -1.87 -0.64 0.53
H -2.43 3.55 1.19
C -4.13 -1.28 1.12
H 2.52 -0.26 -2.94
H -4.29 -0.39 1.72
C 2.96 0.14 2.72
P 1.27 -2.26 -0.01
H 0.71 -0.71 -1.66
H 2.54 -2.43 2.10
O 1.84 -0.81 -3.36
C 2.62 2.39 1.98
H -0.58 3.62 -2.23
C 3.31 1.50 2.76
H -2.71 1.77 1.13
C -2.99 -2.35 -0.77
C 1.67 -1.80 1.80
O 3.31 3.23 -3.12
C 1.53 1.92 1.18
C -1.34 3.51 -1.46
H 2.92 -2.98 -1.61
H 3.50 -0.60 3.31
H 2.85 3.45 1.94
H 4.26 3.20 -3.20
N 1.20 0.56 1.16
H -5.11 -1.58 0.71
Sn -0.29 -0.07 -0.56

24
Properties=species:S:1:pos:R:3 method="wB97M-V/def2-TZVPD" e_tot_ha=-1010.550720 e_above_lowest_kj_mol=31.8 smiles="O=S(=O)=CCCC[C@H]1C=C([O-])OC1" charge=-1 mol_weight_g_mol=203.239
C -0.16 1.66 2.04
O 0.02 -2.93 -1.23
O 1.77 -2.46 0.34
H -1.13 2.18 2.19
H -0.70 0.56 -2.41
H 1.87 0.19 -1.76
H -2.44 -0.71 -1.56
H 1.69 -0.68 0.81
H -2.35 0.11 1.00
C -0.38 -0.36 -1.91
C -1.53 0.32 0.24
O 2.63 1.95 0.17
C -0.33 0.31 1.23
C 1.03 -0.40 -1.39
H -0.46 -0.50 1.93
C 1.05 0.18 0.60
O 0.75 2.42 1.25
H -1.50 1.35 -0.20
C 1.61 1.54 0.61
H -1.24 -1.70 -0.54
C -1.48 -0.67 -0.86
H 0.18 1.43 3.08
H -0.29 -1.37 -2.55
S 1.39 -2.41 -1.10

97
Properties=species:S:1:pos:R:3 method="wB97M-V/def2-TZVPD" e_tot_ha=-2507.400750 e_above_lowest_kj_mol=120.7 s_squared=0.77 multiplicity=2 charge=+1 mol_weight_g_mol=797.014
N 0.45 3.86 -5.51
C 2.73 0.31 1.56
C 0.42 1.72 -2.46
H 0.70 4.04 -1.00
H 1.70 2.03 3.94
C 1.88 -1.30 3.57
C -0.91 7.02 -9.24
N 1.17 0.90 -1.65
H 0.77 8.76 -10.49
H 3.03 0.92 0.72
C 1.01 2.30 -3.63
C -2.07 6.69 -8.53
H -0.41 0.55 3.89
H 2.06 2.97 -0.66
C 2.69 3.84 1.80
H 1.23 6.73 -9.32
C -0.29 -1.62 2.30
C -1.10 1.39 3.92
H -2.70 4.29 -5.22
O -1.08 7.84 -10.29
O -2.45 -2.79 1.16
C -3.67 1.80 -1.68
H 2.92 -0.14 -1.41
H -3.00 7.13 -8.87
H 2.31 4.70 -0.78
C -2.03 5.85 -7.45
H 2.95 2.78 1.84
H -2.06 -1.50 -4.73
C -0.95 1.90 -2.14
H 0.77 2.40 5.39
C 0.36 5.64 -7.74
H 0.51 7.32 -11.52
H -0.18 -2.72 2.33
H -3.79 -2.91 -1.05
H -1.82 4.70 1.47
H -1.50 1.45 4.93
C 2.33 2.03 -3.93
C -3.11 -2.26 -3.01
H 1.29 5.21 -7.40
H 1.80 6.18 1.18
C 3.16 -0.77 3.64
N -1.02 -1.11 -1.58
C -1.80 -1.98 0.51
C 3.60 0.02 2.59
N -1.43 1.36 -0.96
C 0.95 5.52 1.34
H 0.61 5.66 2.36
C 1.62 3.94 -0.44
N 1.46 -0.14 1.53
H -0.98 -1.36 3.11
N -1.74 4.01 -5.12
C -2.75 1.30 -0.78
Si -0.11 2.83 1.59
C 0.96 2.71 4.36
C -1.22 3.85 4.08
H -2.60 3.16 1.16
H -1.93 1.21 3.24
H -3.07 0.80 0.13
H 2.65 4.22 2.81
H 4.06 0.88 -3.35
H 1.50 -1.96 4.34
C -3.21 2.48 -2.81
C -0.69 4.40 -5.92
C -0.36 2.69 3.58
N -0.81 -1.23 1.01
H -2.24 3.77 3.71
C -1.05 -1.03 -2.91
Ru 0.01 0.62 0.28
C 1.06 -0.99 2.49
H 2.78 2.48 -4.80
H -0.23 -0.53 -3.39
H -0.82 4.81 3.79
C 0.04 8.20 -11.08
C -1.23 3.20 -4.15
H -3.91 2.93 -3.50
H 1.37 3.71 4.40
C 0.15 3.11 -4.42
H -0.35 8.83 -11.87
C -1.99 -1.77 -0.96
C 3.04 1.14 -3.13
C 1.38 4.08 1.06
H -2.95 5.62 -6.94
C 0.32 6.49 -8.82
H -3.92 -2.70 -3.57
H 3.50 4.36 1.28
C -1.70 3.74 0.97
H -1.26 3.82 5.16
H 0.15 5.83 0.67
C -2.08 -1.59 -3.66
C -3.05 -2.37 -1.63
H 4.60 0.41 2.57
C -1.84 2.55 -3.04
H -4.72 1.67 -1.50
C 2.40 0.59 -2.02
H -1.66 3.93 -0.10
H 3.80 -0.98 4.48
C -0.81 5.29 -7.04

104
Properties=species:S:1:pos:R:3 method="wB97M-V/def2-TZVPD" e_tot_ha=-2867.833866 smiles="C=CCc1c(N)c(CCCCOC)c(OC#N)c2c1C(=O)N(C[C@@H](C)F)C2=O.C[C@@H]1COC(=O)O1.C[C@@H]1COC(=O)O1.C[C@@H]1COC(=O)O1.C[C@@H]1COC(=O)O1" charge=0 mol_weight_g_mol=797.783
C 1.95 -3.76 9.02
H 1.66 5.91 -0.29
H 2.09 -2.77 8.56
O -0.30 -3.53 -3.49
H 1.59 -3.62 10.04
H 1.12 4.07 -0.02
H -2.48 -6.49 -6.43
H 1.17 -4.26 8.44
H -1.66 -7.81 -5.60
C -2.34 0.23 -5.91
C -1.02 0.81 -5.50
C 4.39 -3.87 9.63
C 1.48 3.07 5.80
H -3.22 -1.58 -6.68
H -0.33 0.08 -5.08
H 3.84 5.60 0.74
O 5.77 -5.10 6.78
C 0.40 -0.32 1.50
O -3.05 0.20 -4.68
O -2.51 -4.11 -3.45
C 1.85 0.45 1.29
H -1.61 3.75 -7.68
C 5.05 -4.78 7.71
O 3.68 -4.73 7.65
C 3.73 2.48 2.16
O -2.96 -1.06 2.60
H 2.94 4.93 2.31
H -0.56 3.70 1.34
C -2.04 -0.29 3.24
C -0.56 0.23 2.71
O -1.39 1.71 -4.47
N 1.47 2.81 7.08
H 3.93 3.15 3.11
C -1.19 -4.31 -3.76
H -1.34 5.15 2.43
F -0.58 -2.63 6.43
C -2.47 -7.08 -5.50
C 2.27 1.71 2.29
H 4.40 -2.79 9.47
O -1.02 -5.50 -4.40
H -1.73 -1.84 -5.80
H 0.17 3.44 -9.28
C 3.67 3.33 0.74
C 3.07 4.82 1.13
H -3.54 -4.66 -5.13
C -3.24 -5.09 -4.17
H -2.61 -0.11 -1.55
C -0.05 -1.59 0.55
O -1.86 2.75 5.40
C -2.77 2.47 -9.79
O 0.64 5.56 1.56
N -2.09 0.35 4.61
H 4.56 1.62 2.16
H 0.91 -2.29 0.46
O -3.02 1.60 -2.87
O -1.43 2.32 -9.99
C -1.86 -0.53 5.82
N 2.76 -0.08 0.19
C -1.80 4.15 -8.69
H -2.03 6.07 -9.65
C -1.43 1.71 4.69
C -0.48 -0.95 -0.93
H 4.45 -4.07 10.70
H 1.42 0.25 6.41
H -3.42 -7.62 -5.43
H -1.27 5.27 0.54
C 1.26 2.30 3.49
H 1.36 -1.32 7.45
H 0.10 -1.19 -1.93
H -0.78 4.16 -10.61
O 1.59 3.43 4.37
H -2.88 0.89 -6.60
C -0.84 3.58 -9.69
C -1.81 5.66 -8.66
H 4.75 3.35 0.29
C -2.53 1.21 -3.91
H 2.84 -1.12 0.21
C 3.23 -4.57 8.98
O 5.50 -4.43 8.95
H 3.06 -5.56 9.41
C 0.67 -0.50 6.94
H 0.11 0.04 7.82
C -2.25 -6.20 -4.29
H -0.52 1.34 -6.32
O -3.62 1.67 -10.15
H 3.75 0.29 0.32
C -2.23 -1.16 -6.50
C -0.38 -1.23 5.91
H -1.94 0.19 6.77
H 0.17 -1.35 4.88
O -3.04 3.64 -9.14
C 1.55 5.04 0.49
H -2.60 6.02 -7.99
H -1.65 0.96 -0.15
H -0.92 -2.20 1.05
C -0.17 1.51 3.66
H -2.21 -6.81 -3.38
H -2.67 -1.37 5.99
H -4.14 -5.38 -3.62
H -0.85 6.06 -8.32
H -1.67 -1.15 -7.44
C -1.64 0.02 -0.88
H 2.88 2.76 0.05
C -0.67 4.88 1.48

81
Properties=species:S:1:pos:R:3 method="wB97M-V/def2-TZVPD" e_tot_ha=-3152.644942 e_above_lowest_kj_mol=109.0 s_squared=2.04 multiplicity=3 charge=+1 mol_weight_g_mol=825.301
C 0.50 -0.27 2.15
C -1.39 4.20 -3.89
H 4.85 -0.74 3.45
C -0.73 2.52 -1.75
N 1.13 -0.23 4.46
C 3.67 -0.17 -1.90
C 4.40 -0.18 -3.07
H -2.60 1.56 -2.16
H 1.89 -0.80 -5.25
N -0.43 1.67 -0.65
H 5.46 0.02 -3.03
C 0.16 -4.81 0.38
H -3.97 -2.52 -1.87
H -0.89 -5.82 -1.28
C 0.73 3.82 2.79
H -1.73 -3.34 -1.94
H 2.05 2.07 0.21
H 4.18 0.09 -0.98
C 0.15 -3.32 0.69
H 1.10 -5.10 -0.08
C 2.41 -0.64 -4.31
H -1.26 0.16 5.05
H 0.01 -5.42 1.27
C -0.84 -3.65 -1.40
H 0.00 -3.71 -2.10
H 3.12 -0.44 4.92
I -0.42 -0.73 -3.27
C 3.78 -0.44 -4.29
H -0.38 -3.09 1.62
H 4.87 0.98 1.94
H 4.35 -0.45 -5.21
H 3.26 -1.04 0.29
Sb -3.17 -0.60 -0.09
C -4.69 0.69 -0.91
C 1.84 -0.52 1.78
C 2.41 -0.43 4.10
N 1.55 -0.45 -0.67
H -5.15 -0.82 1.70
C -1.22 0.06 3.97
C -0.99 3.02 1.31
C -0.98 -4.95 -0.64
C 1.31 2.52 0.86
H 4.45 -1.80 2.10
O -0.55 -2.66 -0.39
C -4.07 -0.71 1.85
C 2.29 -0.43 -1.88
H -1.36 4.20 3.06
C 1.69 3.23 1.99
H -5.13 -2.40 -0.54
H 1.16 -2.92 0.77
C 0.20 -0.15 3.54
H -1.94 -4.98 -0.13
H -3.70 -1.56 2.41
C -4.08 -2.43 -0.79
C 4.29 -0.80 2.51
O 4.81 0.10 1.54
H 1.02 4.37 3.68
H 0.47 5.19 -3.46
C 0.12 3.56 -2.13
H -1.65 4.86 -4.71
H -4.49 1.73 -0.63
O -0.45 -0.19 1.27
H -1.64 0.95 3.50
H -2.04 2.95 1.03
V -0.43 -0.12 -0.54
H 2.74 3.32 2.23
H -3.61 -3.28 -0.31
H -3.18 3.03 -4.05
C -2.24 3.18 -3.52
H 1.04 3.71 -1.58
C 1.70 -0.62 -3.13
H -3.88 0.20 2.41
C -0.61 3.72 2.45
C 2.82 -0.59 2.81
H -1.83 -0.80 3.66
C -0.20 4.39 -3.19
H -4.71 0.61 -2.00
C -0.03 2.40 0.52
C -1.92 2.34 -2.47
H -5.65 0.38 -0.51
C 2.24 -0.69 0.42

9
Properties=species:S:1:pos:R:3 method="wB97M-V/def2-TZVPD" e_tot_ha=-1273.085102 e_above_lowest_kj_mol=175.2 smiles="S=C1CS1.S" charge=0 mol_weight_g_mol=124.255
H -1.64 -1.69 -1.47
H 1.94 1.32 1.44
S 0.25 2.01 -1.59
S -1.95 -0.53 -0.74
C 1.00 1.10 1.08
C 0.35 1.78 -0.04
H -2.54 -0.08 -1.79
H 0.89 -0.09 1.30
S -0.34 2.28 1.44

12
Properties=species:S:1:pos:R:3 method="wB97M-V/def2-TZVPD" e_tot_ha=-1097.807641 e_above_lowest_kj_mol=123.1 smiles="N[C@H](S)C(=O)N=C=S" charge=0 mol_weight_g_mol=148.212
S -4.01 -1.02 0.60
H 1.50 2.29 -0.62
C -0.50 0.57 -0.47
O -0.82 1.56 -1.01
C -2.56 -0.52 0.23
N -1.41 -0.41 -0.13
H 0.75 -1.91 0.73
S 2.13 1.37 0.05
H 1.47 -0.68 1.57
C 0.90 0.00 -0.31
N 1.21 -0.97 0.68
H 1.35 -0.27 -1.32